{
  "formula": "C4H31N2O12",
  "method": "ωB97M-V/def2-TZVPD",
  "species": ["N", "C", "C", "N", "C", "C", "O", "O", "H", "H", "H", "H", "H", "H", "H", "H", "H", "H", "H", "H", "H", "O", "H", "H", "O", "H", "H", "O", "H", "H", "O", "H", "H", "O", "H", "H", "O", "H", "H", "O", "H", "H", "O", "H", "H", "O", "H", "H", "O"],
  "xyz": [[1.345, 1.880, -1.066], [-0.070, 1.432, -1.358], [-0.032, -0.068, -1.677], [-1.170, -0.705, -2.045], [-2.520, -0.189, -1.802], [-2.959, -0.429, -0.333], [-2.870, -1.801, 0.001], [1.035, -0.659, -1.675], [1.956, 1.071, -0.952], [1.420, 2.470, -0.215], [1.707, 2.423, -1.869], [-0.738, 1.684, -0.439], [-0.466, 2.006, -2.163], [-1.160, -1.706, -2.297], [-2.567, 0.885, -1.975], [-3.234, -0.679, -2.518], [-4.053, -0.237, -0.156], [-2.351, 0.169, 0.406], [-1.980, -2.079, 0.130], [1.433, -1.623, 3.781], [1.396, -1.405, 2.221], [1.219, -0.982, 3.120], [4.034, -0.086, 0.003], [3.191, 0.586, 1.149], [3.179, 0.256, 0.217], [-2.544, -4.127, -2.451], [-2.763, -2.999, -1.433], [-2.128, -3.426, -1.999], [-0.461, -3.862, 0.646], [-0.796, -3.414, -0.781], [-0.528, -3.085, 0.113], [-1.780, -1.002, 2.328], [-0.406, -0.581, 2.996], [-1.329, -0.315, 2.824], [2.017, 2.420, -4.331], [1.760, 3.891, -3.917], [1.609, 2.988, -3.642], [1.757, 2.394, 1.978], [0.259, 2.672, 1.594], [1.173, 2.936, 1.353], [-1.903, 2.616, 2.050], [-1.389, 1.176, 2.089], [-1.349, 2.048, 1.556], [1.054, -2.305, 0.358], [2.134, -1.203, 0.254], [1.813, -2.004, 0.809], [3.200, 1.388, 3.444], [2.137, 0.397, 2.979], [2.717, 1.184, 2.694]],
  "lowdin_charge": [0.16, -0.03, -0.44, 0.09, -0.14, -0.20, -0.09, 0.06, 0.09, 0.09, 0.11, 0.13, 0.11, 0.12, 0.11, 0.14, 0.14, 0.10, 0.00, 0.08, 0.03, -0.06, 0.08, 0.04, -0.05, 0.06, 0.03, -0.01, 0.08, 0.06, -0.04, 0.05, 0.01, -0.04, 0.09, 0.06, -0.04, 0.04, 0.01, -0.09, 0.05, 0.04, -0.08, -0.03, 0.06, -0.06, 0.05, 0.06, -0.04],
  "homo_energy_ev": -12.7,
  "charge": 1
}



{
  "formula": "C31H70AsF6N4O4",
  "method": "ωB97M-V/def2-TZVPD",
  "species": ["As", "F", "F", "F", "F", "F", "F", "C", "C", "C", "C", "C", "C", "N", "O", "C", "C", "C", "H", "H", "H", "H", "H", "H", "H", "H", "H", "H", "H", "H", "H", "H", "H", "H", "H", "H", "C", "C", "C", "C", "C", "C", "N", "O", "C", "C", "C", "H", "H", "H", "H", "H", "H", "H", "H", "H", "H", "H", "H", "H", "H", "H", "H", "H", "H", "C", "C", "N", "C", "C", "C", "C", "C", "O", "C", "H", "H", "H", "H", "H", "H", "H", "H", "H", "H", "H", "H", "H", "H", "H", "H", "H", "H", "H", "H", "C", "N", "C", "C", "C", "C", "O", "H", "H", "H", "H", "H", "H", "H", "H", "H", "H", "H", "H", "H", "H"],
  "xyz": [[0.660, 0.308, 2.143], [1.938, 1.476, 2.542], [-0.486, 1.664, 1.870], [-0.567, -0.825, 1.704], [1.872, -0.993, 2.333], [0.214, 0.246, 3.862], [1.130, 0.458, 0.423], [0.785, 2.802, -1.942], [-0.123, 4.048, -2.070], [0.608, 5.111, -1.064], [0.053, 6.530, -1.188], [0.168, 6.953, -2.672], [-0.499, 6.113, -3.705], [-0.127, 4.642, -3.391], [-0.173, 3.890, -4.376], [0.092, 6.569, -5.076], [-1.999, 6.377, -3.701], [-1.563, 3.752, -1.582], [1.816, 2.933, -2.274], [0.454, 2.032, -2.645], [0.778, 2.401, -0.931], [1.696, 5.139, -1.152], [0.527, 4.666, -0.070], [0.650, 7.092, -0.470], [-0.969, 6.608, -0.811], [1.239, 7.067, -2.855], [-0.191, 7.983, -2.669], [1.046, 6.066, -5.241], [0.174, 7.645, -5.218], [-0.499, 6.269, -5.943], [-2.604, 5.583, -4.142], [-2.156, 7.348, -4.161], [-2.287, 6.260, -2.655], [-2.215, 4.577, -1.306], [-1.531, 3.034, -0.763], [-2.019, 3.183, -2.398], [4.655, 0.058, 0.911], [4.847, -1.179, -0.020], [4.755, -2.415, 0.875], [4.317, -3.704, 0.124], [2.957, -3.413, -0.480], [2.937, -2.319, -1.535], [3.698, -1.119, -0.966], [3.540, -0.032, -1.551], [1.450, -1.929, -1.764], [3.677, -2.784, -2.798], [6.173, -1.136, -0.785], [4.517, 1.039, 0.463], [5.452, 0.150, 1.650], [3.803, -0.173, 1.550], [4.039, -2.251, 1.683], [5.703, -2.491, 1.408], [4.297, -4.539, 0.822], [5.065, -3.943, -0.634], [2.301, -3.206, 0.368], [2.573, -4.302, -0.983], [1.396, -1.137, -2.510], [1.073, -1.658, -0.778], [0.763, -2.688, -2.136], [3.156, -3.621, -3.263], [4.700, -3.154, -2.727], [3.722, -1.983, -3.538], [6.279, -0.259, -1.424], [6.239, -1.952, -1.506], [6.984, -1.147, -0.061], [-3.187, -2.574, -1.921], [-4.533, -2.058, -1.380], [-4.907, -0.637, -1.824], [-4.773, -0.684, -3.360], [-6.303, -0.256, -1.382], [-7.442, -1.013, -2.092], [-3.859, 0.339, -1.274], [-3.377, 0.184, 0.167], [-4.494, 0.096, 1.087], [-3.995, 0.187, 2.418], [-2.815, -3.352, -1.255], [-2.397, -1.825, -1.849], [-3.274, -2.947, -2.939], [-4.568, -1.970, -0.295], [-5.261, -2.788, -1.728], [-5.314, -1.500, -3.832], [-3.732, -0.854, -3.624], [-5.072, 0.319, -3.662], [-6.317, 0.801, -1.652], [-6.468, -0.352, -0.311], [-7.370, -2.024, -1.695], [-7.365, -0.956, -3.177], [-8.417, -0.575, -1.885], [-4.273, 1.335, -1.446], [-3.023, 0.387, -1.973], [-2.745, 1.023, 0.463], [-2.801, -0.724, 0.362], [-4.698, 0.050, 3.236], [-3.411, 1.081, 2.656], [-3.190, -0.548, 2.538], [0.476, -3.567, 4.085], [0.775, -3.536, 5.585], [0.808, -2.116, 6.064], [-0.246, -4.276, 6.400], [2.111, -4.242, 5.848], [3.251, -3.702, 4.969], [3.374, -4.455, 3.766], [-0.466, -3.037, 3.943], [0.331, -4.589, 3.744], [1.232, -3.009, 3.537], [1.579, -1.607, 5.489], [0.912, -2.117, 7.147], [-0.099, -1.543, 5.871], [-1.264, -3.903, 6.283], [0.042, -4.206, 7.447], [-0.328, -5.309, 6.065], [1.938, -5.307, 5.700], [2.284, -4.130, 6.918], [4.168, -3.935, 5.514], [3.238, -2.628, 4.784], [4.305, -4.673, 3.673]],
  "lowdin_charge": [0.85, -0.26, -0.29, -0.25, -0.29, -0.26, -0.29, -0.02, -0.41, -0.10, -0.15, -0.15, -0.43, 0.05, 0.22, 0.00, 0.02, 0.02, 0.10, 0.08, 0.08, 0.13, 0.13, 0.13, 0.11, 0.14, 0.14, 0.10, 0.11, 0.10, 0.10, 0.12, 0.07, 0.09, 0.09, 0.09, 0.00, -0.43, -0.12, -0.14, -0.14, -0.41, 0.07, 0.20, 0.00, 0.01, 0.02, 0.10, 0.11, 0.05, 0.10, 0.14, 0.12, 0.11, 0.12, 0.14, 0.09, 0.07, 0.10, 0.11, 0.09, 0.10, 0.10, 0.08, 0.11, -0.06, -0.14, -0.24, 0.03, -0.15, -0.04, -0.08, -0.18, -0.19, -0.08, 0.09, 0.07, 0.09, 0.12, 0.13, 0.11, 0.09, 0.12, 0.13, 0.13, 0.08, 0.08, 0.10, 0.13, 0.12, 0.12, 0.11, 0.10, 0.09, 0.08, 0.03, -0.35, 0.01, 0.01, -0.07, -0.21, -0.07, 0.11, 0.12, 0.08, 0.09, 0.12, 0.11, 0.12, 0.11, 0.11, 0.14, 0.14, 0.14, 0.12, 0.09],
  "homo_energy_ev": -16.3,
  "charge": 3
}



{
  "formula": "C4H5N3",
  "method": "ωB97M-V/def2-TZVPD",
  "species": ["N", "C", "N", "C", "C", "C", "N", "H", "H", "H", "H", "H"],
  "xyz": [[2.249, -0.272, -0.344], [0.934, -0.099, -0.050], [0.226, -1.188, 0.286], [-1.090, -1.019, 0.355], [-1.711, 0.186, 0.053], [-0.855, 1.270, -0.109], [0.467, 1.158, -0.135], [2.849, 0.535, -0.310], [2.654, -1.188, -0.253], [-1.666, -1.876, 0.702], [-2.788, 0.285, -0.008], [-1.246, 2.282, -0.201]],
  "lowdin_charge": [0.14, -0.47, 0.11, -0.15, -0.08, -0.15, 0.11, 0.10, 0.10, 0.11, 0.09, 0.11],
  "smiles": "Nc1ncccn1",
  "homo_energy_ev": -8.8
}



{
  "formula": "C57H64BrFN7O5PS2W",
  "method": "ωB97M-V/def2-TZVPD",
  "species": ["W", "F", "C", "C", "C", "C", "O", "C", "C", "N", "C", "C", "C", "C", "C", "C", "N", "C", "C", "N", "C", "C", "C", "O", "O", "H", "H", "H", "H", "H", "H", "H", "H", "H", "H", "H", "H", "H", "H", "H", "H", "H", "H", "S", "C", "C", "C", "C", "C", "C", "S", "H", "H", "H", "H", "Br", "C", "C", "C", "C", "C", "C", "N", "N", "C", "C", "C", "C", "O", "C", "N", "C", "C", "C", "C", "H", "H", "H", "H", "H", "H", "H", "H", "H", "O", "P", "C", "C", "C", "C", "C", "C", "C", "C", "C", "C", "C", "C", "C", "C", "C", "C", "C", "C", "H", "H", "H", "H", "H", "H", "H", "H", "H", "H", "H", "H", "H", "H", "H", "H", "H", "H", "H", "H", "H", "H", "H", "H", "H", "H", "H", "H", "H", "H", "H", "H", "H", "N", "C"],
  "xyz": [[-0.931, 0.536, -1.788], [0.691, 3.053, 3.845], [1.014, 3.587, 2.644], [0.984, 2.788, 1.536], [1.306, 3.327, 0.288], [1.050, 2.605, -0.917], [0.614, 1.445, -0.854], [1.235, 3.284, -2.151], [1.874, 4.477, -2.152], [2.248, 5.122, -1.003], [3.163, 6.231, -1.090], [4.532, 5.986, -1.654], [4.364, 6.235, -0.189], [1.799, 4.644, 0.218], [1.768, 5.449, 1.354], [1.334, 4.938, 2.574], [1.137, 5.832, 3.655], [0.202, 5.520, 4.725], [-0.287, 6.887, 5.293], [0.140, 7.925, 4.301], [1.624, 8.095, 4.351], [2.218, 6.670, 4.143], [0.634, 2.761, -3.439], [1.067, 3.150, -4.509], [-0.379, 2.004, -3.250], [0.667, 1.757, 1.615], [2.092, 4.987, -3.081], [2.707, 7.188, -1.321], [4.976, 6.765, -2.259], [4.766, 4.982, -1.980], [4.688, 7.183, 0.220], [4.482, 5.396, 0.483], [2.064, 6.489, 1.288], [0.653, 4.932, 5.527], [-0.630, 4.949, 4.321], [0.175, 7.120, 6.249], [-1.367, 6.918, 5.408], [-0.368, 8.800, 4.375], [-0.011, 7.458, 3.392], [1.906, 8.517, 5.313], [1.917, 8.781, 3.558], [2.604, 6.286, 5.093], [3.035, 6.685, 3.428], [-1.823, 1.851, 0.432], [-2.305, 0.591, 1.543], [-2.370, 0.860, 2.915], [-2.766, -0.111, 3.822], [-3.144, -1.367, 3.361], [-3.069, -1.651, 2.004], [-2.622, -0.698, 1.086], [-2.483, -1.135, -0.616], [-2.085, 1.852, 3.252], [-2.781, 0.109, 4.883], [-3.503, -2.119, 4.053], [-3.367, -2.626, 1.633], [-4.711, -6.443, -2.626], [-5.375, -4.958, -3.611], [-5.648, -5.102, -4.962], [-6.059, -3.998, -5.689], [-6.162, -2.741, -5.090], [-5.939, -2.639, -3.711], [-5.555, -3.743, -2.973], [-6.604, -1.680, -5.901], [-6.326, -0.483, -5.684], [-5.260, -0.022, -4.919], [-5.479, 1.211, -4.310], [-4.599, 1.769, -3.387], [-3.431, 1.097, -3.093], [-2.551, 1.460, -2.206], [-3.123, -0.102, -3.777], [-1.922, -0.631, -3.426], [-1.540, -1.729, -4.049], [-2.282, -2.304, -5.077], [-3.492, -1.767, -5.442], [-3.986, -0.660, -4.733], [-5.540, -6.066, -5.440], [-6.266, -4.079, -6.749], [-6.070, -1.686, -3.215], [-5.377, -3.648, -1.910], [-6.420, 1.702, -4.526], [-4.824, 2.697, -2.880], [-0.595, -2.147, -3.729], [-1.903, -3.182, -5.580], [-4.030, -2.187, -6.278], [0.432, -1.785, -0.764], [1.171, -2.826, 0.020], [2.931, -2.777, -0.557], [3.585, -1.395, -0.511], [5.030, -1.504, -0.999], [5.890, -2.355, -0.041], [5.016, -3.285, 0.807], [3.877, -3.882, -0.019], [0.635, -2.559, 1.787], [0.596, -1.068, 2.156], [1.883, -0.568, 2.810], [2.236, -1.406, 4.035], [2.422, -2.861, 3.620], [1.163, -3.409, 2.954], [0.707, -4.549, -0.549], [0.702, -5.717, 0.455], [-0.585, -5.835, 1.270], [-1.798, -5.903, 0.346], [-1.845, -4.658, -0.533], [-0.584, -4.535, -1.383], [2.719, -2.973, -1.615], [3.583, -0.982, 0.499], [3.024, -0.716, -1.151], [5.454, -0.503, -1.101], [5.030, -1.949, -1.998], [6.462, -1.707, 0.629], [6.612, -2.947, -0.608], [4.594, -2.712, 1.633], [5.618, -4.084, 1.248], [3.333, -4.610, 0.587], [4.309, -4.428, -0.862], [-0.408, -2.856, 1.612], [-0.229, -0.929, 2.862], [0.368, -0.481, 1.266], [1.764, 0.481, 3.096], [2.708, -0.619, 2.096], [1.427, -1.331, 4.770], [3.148, -1.029, 4.508], [2.662, -3.479, 4.489], [3.259, -2.932, 2.924], [0.368, -3.440, 3.708], [1.347, -4.434, 2.634], [1.530, -4.747, -1.243], [1.566, -5.665, 1.120], [0.814, -6.638, -0.129], [-0.697, -4.974, 1.934], [-0.533, -6.729, 1.897], [-2.714, -5.987, 0.937], [-1.730, -6.796, -0.287], [-1.944, -3.763, 0.085], [-2.719, -4.690, -1.190], [-0.628, -3.608, -1.956], [-0.545, -5.373, -2.090], [1.829, -0.451, -3.318], [0.789, -0.279, -2.842]],
  "lowdin_charge": [1.37, 0.06, -0.19, 0.06, -0.05, -0.29, -0.22, 0.00, 0.06, 0.00, -0.27, -0.07, -0.11, -0.12, 0.05, -0.14, -0.13, -0.11, -0.06, 0.04, -0.07, -0.11, -0.60, 0.06, -0.15, 0.10, 0.16, 0.15, 0.11, 0.12, 0.10, 0.11, 0.12, 0.13, 0.14, 0.13, 0.14, 0.19, 0.18, 0.13, 0.13, 0.13, 0.13, 0.71, -0.69, -0.16, -0.13, -0.12, -0.14, -0.66, 0.67, 0.08, 0.09, 0.09, 0.09, 0.74, -0.68, -0.13, -0.04, -0.31, -0.02, -0.11, 0.06, 0.06, -0.25, -0.01, 0.02, -0.32, -0.35, -0.15, -0.03, -0.10, -0.01, 0.01, -0.09, 0.10, 0.11, 0.12, 0.11, 0.11, 0.12, 0.10, 0.11, 0.12, -0.44, 0.86, -0.34, -0.20, -0.18, -0.19, -0.21, -0.17, -0.30, -0.18, -0.18, -0.20, -0.19, -0.18, -0.32, -0.19, -0.20, -0.20, -0.22, -0.18, 0.12, 0.09, 0.08, 0.10, 0.12, 0.10, 0.10, 0.08, 0.11, 0.09, 0.12, 0.09, 0.11, 0.08, 0.09, 0.09, 0.12, 0.11, 0.11, 0.08, 0.12, 0.08, 0.11, 0.08, 0.12, 0.09, 0.11, 0.11, 0.11, 0.05, 0.07, 0.08, 0.12, 0.05, -0.37],
  "homo_energy_ev": [-5.3, -5.4]
}